1.
Entry from the OMol25 dataset: a molecular structure, C5H12InO6P in a non-equilibrium geometry (ωB97M-V with the def2-TZVPD basis set).

```
25
Properties=species:S:1:pos:R:3:forces:R:3:mulliken_charge:R:1
In -7.3772 14.1493 -31.0530 0.596 0.224 -0.122 1.0820
C -11.7485 11.6706 -31.1138 0.566 -0.647 -0.489 -0.7879
C -10.2757 12.0848 -31.2378 -0.762 0.940 -0.176 0.9350
O -9.6382 12.2310 -32.3253 -0.344 -0.476 0.241 -0.1635
O -9.7189 12.5148 -30.2024 0.419 -0.062 0.425 -0.1957
H -11.7208 10.5816 -31.0768 0.003 -0.318 0.026 0.3509
H -12.2190 11.9746 -32.0488 -0.240 0.232 0.080 0.3663
H -12.1848 12.0500 -30.1898 0.089 0.279 -0.097 0.3680
C -3.4217 11.1638 -33.1603 2.076 -1.831 -2.204 -0.5797
O -3.9834 12.1487 -32.3815 -0.836 3.523 1.451 -0.2345
P -3.5479 13.7015 -32.2970 -3.737 0.252 -2.386 1.1118
O -4.6489 14.6890 -31.9174 0.794 -2.568 -0.763 -0.6529
O -2.4176 13.7874 -31.2525 0.254 -0.659 -0.260 -0.1389
C -2.1983 15.0409 -30.6813 1.303 0.710 1.720 -0.5834
O -2.8007 14.0198 -33.7039 -1.275 -0.308 0.798 -0.1884
C -3.4495 14.7161 -34.7972 -0.605 0.335 -0.805 -0.6228
H -3.9508 10.2140 -33.2383 -0.515 0.373 0.880 0.2898
H -2.3895 10.9711 -32.8678 0.105 -0.116 0.280 0.3446
H -3.3368 11.4824 -34.1992 -0.076 0.298 -0.168 0.2949
H -2.8636 15.8960 -30.8014 -0.275 -0.597 -0.797 0.3626
H -1.1851 15.1772 -31.0593 0.673 0.858 0.345 0.3476
H -2.1109 14.8335 -29.6148 0.454 0.089 0.345 0.3063
H -2.8695 15.5641 -35.1615 0.326 0.120 0.540 0.3269
H -4.5077 14.9593 -34.7010 0.199 0.306 1.144 0.3126
H -3.5177 14.0957 -35.6908 0.806 -0.957 -0.009 0.3485
```
Positions in Å, forces in eV/Å.

Calculated values
**E_HOMO (alpha / beta)**: -21.0 / -21.6 eV
**E_LUMO (alpha / beta)**: -16.0 / -16.1 eV
**2S+1**: 2
**Charge**: +3
**Orbital gap (alpha / beta)**: 4.989 / 5.501 eV


2.
Entry from the OMol25 dataset: 2 unconnected molecules or ions with the total composition C18H28ClFN2O9P3Si in a non-equilibrium geometry (ωB97M-V with the def2-TZVPD basis set).

```
63
Properties=species:S:1:pos:R:3:forces:R:3:mulliken_charge:R:1
C 4.1283 1.4123 1.7972 -0.209 0.790 0.061 -0.9885
Si 4.6028 0.0002 0.5761 0.019 -0.466 0.645 0.6783
C 5.4038 -1.4383 1.6049 -0.204 0.520 -0.355 -1.0162
C 5.9467 0.7016 -0.6133 -0.629 -0.228 -0.689 -1.0689
O 3.2232 -0.6771 -0.2294 1.417 1.884 -0.345 -0.3209
C 2.7696 0.1865 -1.3003 -0.730 -0.193 -0.886 -0.1848
C 1.6173 -0.5869 -2.1104 -1.045 0.502 -0.198 -1.5304
C 0.1295 -0.2641 -1.5465 -1.772 1.070 0.237 0.1938
C -0.5437 1.0830 -1.8924 -0.122 -3.281 2.044 0.4242
P 0.4048 2.2881 -2.9838 -1.660 1.481 -2.895 0.7728
O -0.1892 2.5041 -4.3903 1.001 -0.999 2.677 -0.7256
C -1.9837 1.4417 -1.3829 1.471 -4.311 2.774 0.3303
P -2.9487 3.0296 -1.6818 -0.062 1.592 -1.334 0.0313
O -2.0062 4.2603 -2.3603 -0.616 -2.803 2.111 -0.3152
Cl -3.4346 3.7759 0.2763 0.821 -0.553 -0.776 -0.1987
C -2.7044 0.3388 -0.5229 2.098 0.948 -1.353 -0.0764
C -4.2189 0.5398 0.0337 1.335 -0.606 -1.240 -0.9401
P -4.2597 0.7114 1.9126 -2.001 -3.231 3.636 0.8705
O -5.0587 -0.4921 2.5036 1.949 3.008 -1.459 -0.7208
O -2.6994 0.6117 2.6396 -2.332 0.421 -0.925 -0.4872
O -5.0329 2.1149 2.4804 1.719 -1.810 -0.391 -0.4697
C -2.0062 -1.0361 -0.1460 0.434 0.343 -0.474 0.0207
N -2.7511 -1.9517 0.6707 4.298 -1.689 -1.069 -0.2801
C -2.0321 -3.1359 0.9973 0.229 1.967 -1.376 0.1566
C -2.7927 -4.1912 1.9589 0.124 0.423 -0.388 -0.4512
C -2.1726 -5.6695 1.9141 0.394 0.427 0.850 -0.6665
C -2.1843 -6.3660 0.4700 -0.203 0.437 1.287 -0.2657
F -0.9053 -7.0380 0.2920 -2.061 0.873 0.013 -0.3179
C -0.5955 -3.3952 0.4588 -0.073 0.855 -0.405 -0.2947
N 0.1865 -2.5573 -0.3916 -5.841 0.360 2.820 -0.3909
C -0.5796 -1.3670 -0.6423 0.163 2.268 -1.315 0.1362
H 2.9937 1.4629 2.0045 1.834 -0.132 -0.118 0.2664
H 4.7261 1.2322 2.7643 -1.090 0.385 -1.315 0.3091
H 4.4444 2.4434 1.3761 -0.533 -1.622 0.708 0.2641
H 6.4076 -1.6571 1.0840 -1.487 0.011 1.107 0.2677
H 5.5405 -1.0115 2.6663 -0.010 -1.042 -1.573 0.2910
H 4.6907 -2.3296 1.5816 1.216 1.053 0.221 0.2472
H 6.0711 -0.0557 -1.4770 0.192 1.205 1.325 0.2648
H 6.9168 0.8624 -0.0208 -1.397 -0.154 -1.075 0.3305
H 5.5347 1.6711 -1.0670 0.945 -1.214 0.652 0.3101
H 3.6009 0.4345 -2.0723 -1.088 -0.490 1.340 0.2270
H 2.3729 1.1996 -0.8952 0.539 -1.628 -0.550 0.3217
H 1.8002 -1.7254 -2.1754 -0.238 1.962 0.510 0.3348
H 1.6353 -0.2054 -3.1883 -0.045 -0.583 1.455 0.5643
H 0.4288 3.5718 -2.3089 0.291 -1.147 0.105 0.1108
H 1.7889 1.9083 -3.1280 -0.800 0.003 0.717 0.0087
H -1.2977 4.5798 -1.7327 -0.478 0.946 -0.428 0.3210
H -4.7998 1.3372 -0.5386 1.051 -0.788 1.030 0.5994
H -4.7453 -0.4649 -0.2011 0.773 1.615 1.002 0.4065
H -2.8287 0.0248 3.4304 -0.106 0.573 -1.148 0.3088
H -5.1498 1.9438 3.4529 0.041 0.114 -1.230 0.3265
H -3.9227 -4.2221 1.7095 1.914 0.282 0.164 0.3229
H -2.7315 -3.7697 3.0328 -0.017 -0.738 -1.672 0.2885
H -1.0873 -5.5921 2.3017 -1.614 -0.294 -0.798 0.2943
H -2.7283 -6.2912 2.7178 0.845 0.857 -1.508 0.3731
H -2.3287 -5.5649 -0.3326 0.453 -1.349 0.906 0.2820
H -3.0522 -7.1200 0.4655 1.621 0.890 -0.384 0.2786
H -0.0970 -4.3851 0.7842 -0.839 1.826 -0.737 0.1794
C 0.0303 7.2142 -1.5579 1.994 -0.585 0.680 0.7158
O -0.8467 6.3778 -1.1886 0.118 -0.933 0.330 -0.8198
O -0.5198 8.2117 -2.3007 -1.007 0.367 -0.333 -0.4974
O 1.2550 7.2559 -1.3522 -0.809 -0.241 -0.059 -0.7285
H -1.4157 7.8295 -2.2261 -0.181 0.851 -0.605 0.3269
```
Positions in Å, forces in eV/Å.

Calculated values
**E_HOMO**: -5.0 eV
**E_LUMO**: 0.4 eV
**2S+1**: 1
**Charge**: -1
**Orbital gap**: 5.362 eV


3.
Entry from the OMol25 dataset: a molecular structure, C33H45AuBrN3Si2Te (ωB97M-V with the def2-TZVPD basis set).

```
86
Properties=species:S:1:pos:R:3:forces:R:3:mulliken_charge:R:1
Au -0.3678 -0.4828 0.1896 -0.048 0.003 -0.058 1.1914
C -3.5402 -0.9284 0.5941 -0.021 -0.027 0.023 -1.7623
N -2.1956 -1.2771 1.0244 -0.025 -0.003 0.012 0.3928
C -2.0075 -2.1317 1.9632 0.029 0.016 0.036 -0.2638
C -0.6792 -2.4539 2.3647 -0.024 0.047 0.007 -0.1164
C -0.1608 -3.3075 3.3369 0.039 -0.024 -0.011 -0.8939
C 1.2329 -3.2088 3.2392 -0.024 -0.034 0.017 -0.9792
C 1.5020 -2.2962 2.2171 -0.006 0.082 0.021 -0.9553
N 0.3516 -1.8451 1.6962 0.031 -0.058 0.012 0.5495
C -3.7445 -1.2296 -0.8706 -0.006 0.004 -0.014 0.7788
C -4.5348 -2.2992 -1.2711 -0.001 -0.006 -0.004 -0.3822
C -4.7181 -2.5790 -2.6195 0.009 0.006 0.008 -0.7094
C -4.0944 -1.7981 -3.5813 0.009 -0.001 0.007 -0.4431
C -3.2930 -0.7320 -3.1897 -0.006 -0.012 -0.024 -1.0252
C -3.1305 -0.4450 -1.8432 0.000 0.001 -0.002 0.3590
H -3.6876 0.1397 0.7759 0.012 0.009 -0.008 0.2655
H -4.2781 -1.4730 1.1915 -0.001 0.009 0.000 0.5053
H -2.8541 -2.6044 2.4615 -0.002 -0.005 -0.008 0.4303
H -0.7300 -3.9229 4.0160 0.001 0.001 0.002 0.5616
H 1.9669 -3.7242 3.8371 -0.003 0.001 0.001 0.4949
H 2.4556 -1.9465 1.8540 -0.009 -0.008 0.003 0.4341
H -5.0155 -2.9180 -0.5220 0.000 0.000 -0.001 0.3693
H -5.3447 -3.4103 -2.9166 0.000 0.000 0.000 0.4009
H -4.2323 -2.0152 -4.6327 -0.001 -0.001 0.002 0.3974
H -2.8030 -0.1184 -3.9354 -0.004 0.003 0.005 0.3579
H -2.5267 0.4065 -1.5449 0.002 0.009 0.011 0.4015
C 2.1486 3.2898 -1.2561 0.013 0.030 -0.016 -0.9438
Si 0.6806 2.1195 -1.2716 -0.008 -0.008 0.032 0.0045
C -0.0542 2.0570 -3.0021 0.049 0.010 -0.008 -0.5082
C -0.6347 2.8750 -0.1640 -0.026 0.025 0.061 -0.4920
C 1.2566 0.4291 -0.6868 0.033 -0.038 -0.046 0.5586
Si 2.0175 -0.7174 -1.9580 -0.017 0.001 0.047 -0.1152
C 3.4234 0.1361 -2.8730 0.000 0.004 -0.001 -1.1228
C 0.7528 -1.2967 -3.2201 -0.003 0.003 -0.040 -0.2634
C 2.7361 -2.2241 -1.1061 0.013 -0.010 0.009 -0.6875
H 1.8663 4.2732 -1.6416 0.003 0.000 -0.002 0.3330
H 2.9778 2.9137 -1.8585 -0.010 0.002 -0.003 0.3301
H 2.5083 3.4259 -0.2324 -0.011 -0.011 0.006 0.1196
H -0.4591 3.0383 -3.2625 0.003 0.004 0.004 0.3834
H -0.8690 1.3327 -3.0693 -0.003 -0.022 0.005 -0.1848
H 0.6878 1.7927 -3.7580 -0.004 -0.001 -0.007 0.2969
H -0.8964 3.8751 -0.5227 0.004 0.001 0.001 0.5325
H -0.2705 2.9742 0.8609 0.003 -0.014 -0.025 -0.2504
H -1.5549 2.2836 -0.1311 0.001 -0.009 -0.024 0.2185
H 2.0156 0.5994 0.0878 0.030 0.043 0.013 -0.6355
H 3.0765 1.0019 -3.4409 -0.007 0.010 -0.010 0.3138
H 3.8931 -0.5552 -3.5775 0.000 -0.002 0.000 0.3527
H 4.1958 0.4798 -2.1804 -0.005 0.000 0.005 0.3156
H 0.5651 -0.5431 -3.9868 -0.010 -0.011 0.004 0.4220
H -0.1977 -1.5411 -2.7415 -0.007 -0.001 0.019 -0.4819
H 1.1124 -2.2002 -3.7202 -0.002 0.002 -0.005 0.4811
H 3.5113 -1.9411 -0.3889 0.006 -0.007 -0.008 0.2755
H 3.1889 -2.8996 -1.8365 0.006 0.003 -0.001 0.4193
H 1.9622 -2.7751 -0.5692 0.016 0.014 -0.014 -0.1062
Br -0.8133 -8.0464 -2.2391 -0.002 -0.015 -0.005 -0.1631
C -0.7929 -6.2426 -1.6766 0.002 0.006 0.002 -0.0064
C -0.0882 -5.8788 -0.5446 -0.003 0.014 0.007 -0.9913
C -0.1063 -4.5398 -0.1784 -0.012 -0.010 0.008 0.1613
N -0.7602 -3.5992 -0.8565 0.031 0.022 -0.023 0.4779
C -1.4296 -3.9773 -1.9421 0.001 0.001 0.021 -0.0221
C -1.4818 -5.2860 -2.3991 -0.012 0.005 -0.010 -0.9558
H 0.4601 -6.6048 0.0380 -0.001 -0.001 -0.001 0.4959
H 0.4347 -4.2136 0.7040 0.001 -0.009 -0.005 0.1696
H -1.9561 -3.1972 -2.4807 0.002 0.014 -0.008 0.3508
H -2.0392 -5.5424 -3.2887 -0.001 -0.001 0.002 0.4914
C 2.2817 6.6112 2.2677 0.004 0.004 0.000 -1.5215
C 1.7271 5.2661 2.6464 0.006 0.014 -0.002 0.6168
C 0.3897 5.1057 2.9752 -0.001 -0.004 0.015 -0.9923
C -0.1437 3.8632 3.3039 0.009 0.030 0.022 1.0105
C -1.6116 3.7691 3.6161 -0.004 -0.015 -0.010 -1.7060
C 0.7011 2.7424 3.3158 0.066 0.020 -0.078 0.0179
Te -0.0707 0.8289 3.6769 -0.062 -0.062 0.072 0.4097
C 2.0684 2.8892 3.0088 -0.034 -0.020 0.017 1.3033
C 3.0221 1.7250 3.0175 -0.001 -0.007 -0.030 -1.6680
C 2.5508 4.1461 2.6737 0.004 0.013 -0.004 -0.9579
H 1.5129 7.3816 2.3077 -0.001 -0.001 0.000 0.3641
H 2.6905 6.5920 1.2557 -0.002 -0.006 -0.002 0.3118
H 3.0907 6.9038 2.9394 -0.001 -0.003 0.001 0.3419
H -0.2647 5.9707 2.9660 -0.003 -0.002 0.000 0.2465
H -2.0725 4.7552 3.5746 -0.012 -0.003 0.000 0.4023
H -1.7885 3.3479 4.6065 0.010 0.014 0.006 0.3764
H -2.1176 3.1159 2.9022 0.000 -0.010 -0.018 0.2383
H 3.0409 1.2372 3.9934 -0.007 0.009 0.002 0.4240
H 4.0302 2.0555 2.7682 -0.003 0.001 0.008 0.3567
H 2.7235 0.9627 2.2959 0.008 -0.023 -0.020 0.1591
H 3.6016 4.2563 2.4254 -0.002 -0.005 0.000 0.3334
```
Positions in Å, forces in eV/Å.

Calculated values
**E_HOMO (alpha / beta)**: -7.7 / -7.5 eV
**E_LUMO (alpha / beta)**: 0.4 / -1.6 eV
**Energy above the lowest of the compared OMol25 structures with the same formula, charge and spin**: 0.00 kcal per mole
**2S+1**: 3
**Charge**: 0
**Orbital gap (alpha / beta)**: 8.088 / 5.952 eV